# 1
Density functional theory data (wB97M-V/def2-TZVPD) for a single C3H5NO2 molecule in a non-equilibrium geometry.

Each line ends with the natural charge from an NBO analysis.
Cartesian coordinates (Å):
C  -0.765  -1.412  -0.500  -0.42
N  -0.180  -0.169  -0.041  -0.51
C  1.087  0.034  -0.028  0.43
C  -0.015  1.792  0.729  0.65
O  1.450  1.183  0.486  -0.55
O  -0.619  1.734  1.752  -0.51
H  1.845  -0.553  -0.558  0.17
H  -0.008  2.629  0.022  0.15
H  -1.169  -1.288  -1.508  0.20
H  -1.578  -1.711  0.167  0.21
H  -0.048  -2.239  -0.518  0.18

Results
- HOMO level: -9.7 eV
- Gap between HOMO and LUMO: 10.67 eV
- Molar mass: 87.1 g/mol
- E_LUMO: 0.92 eV
- Multiplicity: 1
- ΔE to the lowest compared entry with this formula, charge and spin: 57.6 kcal/mol
- E_tot: -322.48249 Ha
- SMILES: C/N=C/OC=O

# 2
Density functional theory data (wB97M-V/def2-TZVPD) for a 6-piece molecular cluster, C40H51N5O11P overall in a non-equilibrium geometry.

Each line ends with the Löwdin charge.
Cartesian coordinates (Å):
C  -0.968  -1.195  -0.499  -0.12
O  0.058  -0.146  -0.623  -0.27
C  1.414  -0.659  -0.361  -0.20
C  2.458  0.119  -1.402  -0.16
C  3.679  0.874  -0.608  -0.21
C  4.629  1.725  -1.678  -0.23
C  5.838  2.570  -0.948  -0.24
C  5.333  3.743  0.080  -0.23
C  4.132  4.709  -0.535  -0.23
C  2.899  4.870  0.532  -0.28
C  1.549  4.012  0.176  -0.44
P  0.942  4.157  -1.629  0.17
H  -1.838  -0.914  -1.265  0.11
H  -1.438  -1.249  0.593  0.10
H  -0.610  -2.270  -0.810  0.05
H  1.786  -0.349  0.729  0.12
H  1.507  -1.837  -0.515  0.10
H  2.922  -0.690  -2.143  0.11
H  1.877  0.911  -2.068  0.11
H  3.338  1.553  0.291  0.10
H  4.409  0.060  -0.131  0.10
H  5.164  0.889  -2.341  0.10
H  3.989  2.369  -2.437  0.09
H  6.629  2.965  -1.735  0.10
H  6.434  1.779  -0.281  0.10
H  6.285  4.428  0.295  0.10
H  5.060  3.247  1.105  0.09
H  3.820  4.402  -1.620  0.07
H  4.629  5.790  -0.633  0.10
H  2.696  6.022  0.733  0.10
H  3.298  4.443  1.573  0.09
H  1.605  2.865  0.460  0.05
H  0.678  4.456  0.861  0.07
H  1.738  5.323  -1.917  -0.08
H  1.993  3.249  -2.103  -0.09
H  0.121  2.952  -1.446  -0.09
H  -0.184  4.923  -1.156  -0.10
H  0.392  4.235  -2.963  -0.12
C  -0.960  -5.039  -6.001  -0.08
C  0.300  -4.777  -5.461  -0.07
C  0.442  -4.555  -4.090  0.01
C  -0.690  -4.601  -3.264  -0.13
C  -1.957  -4.857  -3.804  0.00
C  -2.087  -5.075  -5.177  -0.07
N  -0.543  -4.393  -1.819  -0.32
O  0.592  -4.151  -1.382  0.04
O  -1.562  -4.476  -1.118  0.06
H  -1.065  -5.218  -7.070  0.11
H  1.173  -4.750  -6.110  0.11
H  1.431  -4.352  -3.686  0.12
H  -2.844  -4.891  -3.176  0.12
H  -3.066  -5.277  -5.606  0.11
C  -1.714  1.986  1.434  -0.05
C  -1.055  1.626  2.610  -0.06
C  -1.563  2.027  3.848  -0.01
C  -2.739  2.787  3.896  -0.16
C  -3.399  3.157  2.716  0.00
C  -2.880  2.752  1.484  -0.04
N  -3.291  3.190  5.194  -0.33
O  -2.668  2.860  6.215  0.04
O  -4.351  3.833  5.197  0.04
H  -1.318  1.666  0.472  0.09
H  -0.146  1.030  2.563  0.11
H  -1.037  1.738  4.755  0.11
H  -4.310  3.751  2.738  0.11
H  -3.387  3.031  0.563  0.09
C  -4.062  5.161  -6.681  -0.09
C  -3.741  6.261  -5.884  -0.08
C  -3.544  6.097  -4.512  0.00
C  -3.667  4.820  -3.946  -0.13
C  -3.997  3.716  -4.742  0.00
C  -4.194  3.892  -6.113  -0.08
N  -3.436  4.637  -2.508  -0.31
O  -3.165  5.642  -1.834  0.06
O  -3.522  3.488  -2.051  0.05
H  -4.209  5.293  -7.752  0.10
H  -3.641  7.246  -6.334  0.10
H  -3.294  6.964  -3.904  0.12
H  -4.101  2.720  -4.315  0.12
H  -4.448  3.041  -6.740  0.10
C  1.839  -6.152  3.200  -0.09
C  2.824  -5.623  4.037  -0.07
C  3.464  -4.431  3.696  -0.01
C  3.106  -3.770  2.512  -0.13
C  2.124  -4.303  1.667  0.02
C  1.492  -5.498  2.017  -0.06
N  3.758  -2.503  2.161  -0.30
O  4.636  -2.074  2.925  0.06
O  3.391  -1.933  1.124  0.04
H  1.339  -7.080  3.473  0.10
H  3.090  -6.140  4.956  0.11
H  4.229  -4.031  4.358  0.12
H  1.840  -3.804  0.743  0.09
H  0.726  -5.919  1.369  0.10
C  -3.815  -2.792  5.641  -0.07
C  -3.082  -3.585  6.526  -0.07
C  -2.300  -4.634  6.040  0.00
C  -2.256  -4.880  4.661  -0.14
C  -2.997  -4.091  3.772  0.01
C  -3.778  -3.045  4.269  -0.06
N  -1.416  -5.966  4.143  -0.31
O  -0.790  -6.654  4.963  0.05
O  -1.377  -6.131  2.915  0.06
H  -4.419  -1.971  6.024  0.11
H  -3.117  -3.382  7.594  0.11
H  -1.734  -5.243  6.743  0.12
H  -2.976  -4.273  2.699  0.12
H  -4.355  -2.425  3.587  0.11

Results
- HOMO level: -3.0 eV
- Gap between HOMO and LUMO: 3.49 eV
- Molar mass: 808.8 g/mol
- E_LUMO: 0.47 eV
- Multiplicity: 1
- E_tot: -2996.80445 Ha
- Total charge: -1

# 3
Density functional theory data (wB97M-V/def2-TZVPD) for C7H14NO2P as an isolated structure in a non-equilibrium geometry.

Each line ends with the natural charge from an NBO analysis.
Cartesian coordinates (Å):
C  0.078  0.737  -0.022  0.36
C  -2.792  -1.875  -0.163  -0.94
C  0.421  -1.330  -1.656  -0.61
C  2.464  -0.350  -0.502  -0.60
C  0.381  2.736  1.429  -0.43
C  0.390  -0.465  0.778  -0.48
C  0.967  -0.409  -0.567  -0.07
N  0.656  2.019  0.154  -0.64
O  -1.280  0.588  -0.436  -0.78
O  -2.189  -0.196  2.067  -1.06
P  -1.637  -0.594  0.748  2.00
H  -3.620  -1.772  0.615  0.26
H  -2.544  -2.905  -0.262  0.25
H  -3.117  -1.574  -1.103  0.24
H  -0.115  -2.182  -1.320  0.21
H  1.250  -1.613  -2.237  0.21
H  -0.120  -0.738  -2.305  0.22
H  2.996  -0.284  -1.420  0.21
H  2.576  0.495  0.133  0.23
H  2.846  -1.369  -0.104  0.20
H  1.287  3.411  1.620  0.20
H  -0.429  3.554  1.180  0.19
H  0.116  1.965  2.258  0.23
H  0.870  -0.461  1.720  0.24
H  0.543  2.613  -0.606  0.37

Results
- HOMO level: -9.0 eV
- Gap between HOMO and LUMO: 9.82 eV
- Molar mass: 175.2 g/mol
- E_LUMO: 0.80 eV
- Multiplicity: 1
- ΔE to the lowest compared entry with this formula, charge and spin: 37.5 kcal/mol
- E_tot: -821.64234 Ha

# 4
Density functional theory data (wB97M-V/def2-TZVPD) for C18H18N2O5 as an isolated structure in a non-equilibrium geometry.

Each line ends with the natural charge from an NBO analysis.
Cartesian coordinates (Å):
O  2.170  1.433  -2.145  -0.59
C  2.041  1.155  -1.069  0.71
N  3.011  0.878  -0.220  -0.63
H  2.656  0.349  0.669  0.40
C  4.227  0.336  -0.771  -0.17
H  4.234  0.752  -1.606  0.21
C  4.416  -1.116  -0.330  0.07
H  3.792  -1.517  -1.271  0.19
C  5.919  -1.289  -0.899  -0.44
H  6.090  -2.346  -1.272  0.23
H  6.359  -0.380  -1.450  0.25
C  6.501  -1.231  0.484  -0.37
H  6.878  -0.496  0.790  0.17
C  5.482  -1.793  1.468  -0.07
H  5.448  -2.996  1.278  0.15
O  4.193  -1.428  0.974  -0.52
H  5.524  -1.716  2.525  0.21
H  7.461  -1.999  0.724  0.19
H  5.002  1.188  -0.056  0.13
C  0.482  1.309  -0.374  -0.13
C  0.214  1.516  0.762  -0.26
C  -1.157  1.712  1.469  -0.18
C  -2.109  1.565  0.491  0.16
C  -1.927  1.270  -0.742  -0.26
C  -0.565  1.302  -1.609  -0.06
H  -0.271  0.991  -2.424  0.17
H  -2.680  0.947  -1.607  0.24
O  -3.333  1.790  0.912  -0.50
C  -4.484  0.816  0.660  0.40
C  -5.652  1.335  0.830  -0.37
C  -6.787  0.744  0.385  -0.08
C  -6.671  -0.668  -0.227  0.00
C  -5.339  -1.137  -0.277  -0.15
C  -4.278  -0.563  0.004  -0.25
H  -3.303  -0.919  -0.104  0.24
H  -5.235  -1.973  -0.661  0.20
N  -7.769  -1.411  -0.617  0.51
O  -7.618  -2.497  -0.660  -0.27
O  -8.905  -0.884  -0.217  -0.48
H  -7.909  1.150  0.678  0.27
H  -5.696  2.287  1.338  0.25
H  -1.386  1.900  2.590  0.25
H  0.976  1.632  1.575  0.21

Results
- HOMO level: -8.7 eV
- Gap between HOMO and LUMO: 7.68 eV
- Molar mass: 342.4 g/mol
- E_LUMO: -0.98 eV
- Multiplicity: 1
- ΔE to the lowest compared entry with this formula, charge and spin: 487.9 kcal/mol
- E_tot: -1181.71746 Ha

# 5
Density functional theory data (wB97M-V/def2-TZVPD) for a 2-piece molecular cluster, ClFH2Si overall in a non-equilibrium geometry.

Each line ends with the natural charge from an NBO analysis.
Cartesian coordinates (Å):
F  -1.724  -1.230  -1.229  -0.71
Si  -0.825  0.125  -0.963  1.07
Cl  2.483  0.450  1.348  -0.29
H  -2.022  1.104  -1.438  -0.36
H  2.088  -0.450  2.283  0.29

Results
- HOMO level: -9.1 eV
- Gap between HOMO and LUMO: 8.39 eV
- Molar mass: 84.6 g/mol
- E_LUMO: -0.71 eV
- Multiplicity: 1
- ΔE to the lowest compared entry with this formula, charge and spin: 74.7 kcal/mol
- E_tot: -850.73065 Ha

# 6
Density functional theory data (wB97M-V/def2-TZVPD) for a 2-piece molecular cluster, C4H11NS2 overall in a non-equilibrium geometry.

Each line ends with the Löwdin spin population.
Cartesian coordinates (Å):
N  2.002  0.859  -1.421  0.00
C  0.842  -0.087  -1.438  0.01
C  -0.414  0.809  -1.295  0.01
C  0.892  -0.991  -0.176  0.02
S  2.482  -1.839  0.006  0.10
S  -2.220  -0.613  1.067  0.73
C  -2.015  -0.014  2.757  0.08
H  2.198  1.045  -2.404  0.00
H  2.769  0.294  -1.032  0.00
H  0.812  -0.728  -2.319  0.00
H  -0.343  1.303  -0.329  0.00
H  -1.290  0.164  -1.313  0.00
H  -0.427  1.608  -2.036  0.00
H  0.025  -1.663  -0.194  0.01
H  0.717  -0.439  0.764  0.01
H  -1.184  0.673  2.899  0.01
H  -2.926  0.507  3.062  0.02
H  -1.920  -0.887  3.401  0.00

Results
- HOMO level (spin up / spin down): -2.8 / -2.5 eV
- Gap between HOMO and LUMO (spin up / spin down): 5.94 / 3.64 eV
- Molar mass: 137.3 g/mol
- E_LUMO (spin up / spin down): 3.14 / 1.09 eV
- Multiplicity: 2
- ΔE to the lowest compared entry with this formula, charge and spin: 9.5 kcal/mol
- E_tot: -1010.10427 Ha
- Total charge: -1
- Expectation value of S²: 0.75

# 7
Density functional theory data (wB97M-V/def2-TZVPD) for C7H15N3 as an isolated structure in a non-equilibrium geometry.

Each line ends with the natural charge from an NBO analysis.
Cartesian coordinates (Å):
C  1.254  -0.854  0.195  -0.06
C  2.414  -1.280  -0.707  -0.61
C  1.695  -0.747  1.651  -0.61
C  -0.145  0.512  -1.290  -0.15
N  0.741  0.450  -0.253  -0.62
H  0.454  -1.601  0.118  0.20
H  2.100  -1.342  -1.750  0.21
H  3.231  -0.560  -0.640  0.21
H  2.787  -2.259  -0.405  0.21
H  0.857  -0.480  2.297  0.21
H  2.466  0.018  1.760  0.21
H  2.106  -1.697  1.992  0.22
H  -0.220  1.490  -1.759  0.20
H  -0.076  -0.315  -1.989  0.22
C  -1.924  0.251  -0.761  0.37
N  -1.959  -0.820  0.117  -0.85
C  -1.906  1.906  0.421  -0.24
C  -1.070  2.004  1.337  -0.37
N  -2.768  0.265  -1.726  -0.74
H  -1.629  -0.633  1.050  0.38
H  -2.811  -1.362  0.067  0.39
H  -2.595  1.037  -2.368  0.33
H  -2.760  2.357  -0.044  0.25
H  -0.709  2.569  2.170  0.25
H  0.469  1.092  0.517  0.40

Results
- HOMO level: -7.9 eV
- Gap between HOMO and LUMO: 7.76 eV
- Molar mass: 141.2 g/mol
- E_LUMO: -0.14 eV
- Multiplicity: 1
- ΔE to the lowest compared entry with this formula, charge and spin: 99.3 kcal/mol
- E_tot: -439.80841 Ha

# 8
Density functional theory data (wB97M-V/def2-TZVPD) for a single C4H6O molecule in a non-equilibrium geometry.

Each line ends with the natural charge from an NBO analysis.
Cartesian coordinates (Å):
C  -2.334  -0.205  0.135  -0.48
C  -1.170  0.379  -0.173  0.13
C  1.153  0.278  0.045  0.14
C  2.387  -0.192  0.012  -0.50
H  -3.297  0.329  0.229  0.21
H  -2.558  -1.277  0.423  0.22
H  -0.980  1.462  -0.281  0.18
H  1.044  1.423  0.384  0.16
H  2.657  -1.261  -0.112  0.22
H  3.206  0.508  0.500  0.22
O  -0.036  -0.343  -0.157  -0.50

Results
- HOMO level: -8.8 eV
- Gap between HOMO and LUMO: 9.95 eV
- Molar mass: 70.1 g/mol
- E_LUMO: 1.17 eV
- Multiplicity: 1
- ΔE to the lowest compared entry with this formula, charge and spin: 40.5 kcal/mol
- E_tot: -231.15917 Ha
- SMILES: C=COC=C

> What is the formula in the third record?

C7H14NO2P